[1]
50
Properties=species:S:1:pos:R:3 method="wB97M-V/def2-TZVPD" gap_ev="5.842 / 5.843" lumo_energy_ev="-12.34 / -12.34" e_above_lowest_kcal_mol=0.0 e_tot_ha=-1526.60588 spin_multiplicity=1 charge=+3
Ru -0.830 -0.149 -0.845
N 0.982 0.119 -1.807
C 2.209 0.276 -0.999
C 3.413 0.521 -1.618
C 4.548 0.704 -0.828
C 4.475 0.645 0.559
C 3.261 0.400 1.179
C 2.123 0.203 0.392
P 0.538 -0.135 1.058
C 0.179 0.490 2.655
C -0.369 -0.354 3.634
C -0.609 0.151 4.904
C -0.318 1.480 5.193
C 0.229 2.314 4.221
C 0.483 1.830 2.947
C -0.076 -1.759 0.684
C 0.748 -2.777 0.128
C 0.192 -3.992 -0.193
C -1.186 -4.209 -0.027
C -2.019 -3.214 0.478
C -1.471 -1.997 0.849
H 0.883 0.962 -2.378
H 1.138 -0.645 -2.468
H 3.486 0.590 -2.697
H 5.497 0.903 -1.308
H 5.365 0.794 1.155
H 3.196 0.355 2.259
H -0.572 -1.399 3.435
H -1.015 -0.504 5.663
H -0.512 1.868 6.185
H 0.456 3.348 4.444
H 0.895 2.494 2.197
H 1.812 -2.609 0.010
H 0.819 -4.789 -0.570
H -1.608 -5.170 -0.295
H -3.079 -3.394 0.602
H -2.098 -1.242 1.324
N -0.582 2.781 0.163
C -0.681 1.687 -0.190
C -3.380 1.604 -4.541
C -2.305 0.752 -4.773
C -1.551 0.328 -3.704
N -1.827 0.703 -2.436
C -2.872 1.531 -2.211
C -3.667 1.990 -3.239
H -3.983 1.961 -5.365
H -2.052 0.421 -5.771
H -0.718 -0.349 -3.854
H -3.054 1.831 -1.189
H -4.493 2.651 -3.015


[2]
16
Properties=species:S:1:pos:R:3 method="wB97M-V/def2-TZVPD" gap_ev=9.620 lumo_energy_ev=-4.89 e_above_lowest_kcal_mol=45.1 e_tot_ha=-288.09118 spin_multiplicity=1 charge=+1
C 0.845 1.240 -2.756
C 0.995 1.158 -1.244
C -0.798 0.387 0.233
N 0.046 0.162 -0.713
H 1.109 0.245 -3.218
H -0.192 1.534 -3.029
H 1.549 1.996 -3.140
H 2.027 0.784 -0.912
H 0.737 2.101 -0.774
H -1.441 -0.431 0.632
H -0.807 1.369 0.696
H 0.078 -0.773 -1.136
O -0.799 -0.953 2.708
C -0.452 -2.009 2.172
H -0.086 -2.016 1.106
H -0.443 -2.980 2.675


[3]
50
Properties=species:S:1:pos:R:3 method="wB97M-V/def2-TZVPD" gap_ev=7.783 lumo_energy_ev=-2.71 e_tot_ha=-1860.38654 spin_multiplicity=1 charge=+1
Ca 4.233 17.214 -21.568
I 5.787 17.206 -19.943
C 6.936 16.188 -23.259
O 5.506 16.603 -23.150
C 4.829 16.710 -24.393
C 3.464 17.327 -24.343
N 2.825 17.293 -23.027
C 2.154 16.014 -22.765
C 3.124 14.905 -22.360
O 3.851 15.384 -21.270
C 4.520 14.413 -20.517
H 7.361 16.901 -23.966
H 7.095 15.182 -23.649
H 7.414 16.261 -22.282
H 4.800 15.697 -24.795
H 5.446 17.135 -25.184
H 2.921 16.671 -25.023
H 3.573 18.335 -24.745
H 2.031 17.915 -23.077
H 1.671 15.587 -23.644
H 1.397 16.231 -22.012
H 3.711 14.657 -23.244
H 2.541 14.018 -22.112
H 4.807 13.525 -21.081
H 3.707 13.995 -19.924
H 5.311 14.757 -19.851
C 1.877 15.772 -19.365
O 2.422 16.745 -20.301
C 1.656 17.923 -20.285
C 2.520 19.160 -20.652
N 3.203 19.039 -21.976
C 4.057 20.191 -22.140
C 5.113 19.647 -23.072
O 5.946 18.579 -22.526
C 7.316 18.555 -22.943
H 0.817 15.575 -19.522
H 1.866 16.067 -18.316
H 2.417 14.826 -19.403
H 1.526 18.227 -19.246
H 0.664 18.057 -20.718
H 3.292 19.102 -19.885
H 1.894 20.047 -20.550
H 2.515 19.095 -22.713
H 4.624 20.312 -21.218
H 3.678 21.142 -22.514
H 5.755 20.525 -23.147
H 4.840 19.346 -24.083
H 7.263 18.478 -24.029
H 7.809 17.689 -22.501
H 7.680 19.537 -22.638


[4]
16
Properties=species:S:1:pos:R:3 method="wB97M-V/def2-TZVPD" gap_ev=8.211 lumo_energy_ev=-0.24 e_above_lowest_kcal_mol=72.0 e_tot_ha=-413.30137 smiles="N=C(N)N.CN=C=O" spin_multiplicity=1 charge=0
C -2.657 -0.090 0.153
N -1.336 0.230 0.677
C -0.638 0.949 -0.067
O -0.582 1.887 -0.795
H -2.645 -0.336 -0.915
H -3.331 0.762 0.304
H -3.060 -0.936 0.715
C 1.298 -0.249 -0.113
N 2.089 0.125 -1.180
N 1.893 0.087 1.087
N 0.513 -1.311 -0.279
H 1.658 -0.166 -2.050
H 2.242 1.127 -1.179
H 1.402 -0.248 1.905
H 2.885 -0.120 1.110
H 0.269 -1.711 0.627